# 1
C50H37BIN2O8 | ωB97M-V/def2-TZVPD

**Total charge**: +1
**ΔE to the lowest compared entry with this formula, charge and spin**: 2.9210 eV
**Highest occupied orbital energy**: -11.04 eV
**Frontier orbital gap**: 5.98 eV
**Max |F|**: 4.5 eV/A

Each line ends with the Löwdin charge.
Atoms and positions in Å:
O (-0.62, -3.68, 0.06)  0.09
B (-1.51, -2.59, -0.29)  -0.52
O (-2.47, -2.22, 0.71)  0.10
C (-1.40, -1.80, -1.74)  -0.01
C (0.06, -1.22, -1.81)  -0.06
C (1.17, -1.73, -2.69)  0.08
N (2.43, -1.17, -2.72)  0.01
N (2.96, -0.18, -2.03)  0.12
C (1.99, 0.35, -1.20)  0.01
C (0.55, -0.03, -0.99)  -0.04
C (-0.36, 0.79, 0.01)  -0.13
C (0.03, 2.35, 0.05)  -0.29
C (1.03, 2.70, 1.25)  -0.68
I (0.41, 4.45, 2.38)  0.78
H (0.24, -3.28, 0.27)  0.10
H (-2.01, -1.75, 1.44)  0.11
H (-1.51, -2.59, -2.55)  0.12
H (-2.22, -1.02, -1.75)  0.14
H (0.94, -2.62, -3.37)  0.17
H (3.10, -1.59, -3.40)  0.18
H (2.36, 1.22, -0.56)  0.13
H (-0.40, 0.32, 1.06)  0.14
H (-1.43, 0.75, -0.40)  0.13
H (0.50, 2.60, -0.96)  0.12
H (-0.91, 2.99, 0.12)  0.09
H (2.04, 2.93, 0.77)  0.04
H (1.18, 1.77, 1.88)  0.06
C (-5.16, -5.29, -0.64)  -0.04
C (-4.00, -4.76, -1.18)  -0.05
C (-3.78, -4.80, -2.55)  0.00
C (-4.72, -5.39, -3.39)  -0.08
C (-5.88, -5.95, -2.85)  -0.08
C (-6.10, -5.89, -1.47)  0.02
C (-6.87, -6.62, -3.73)  -0.28
O (-7.88, -7.10, -3.25)  0.12
C (-6.60, -6.70, -5.18)  -0.08
C (-7.50, -7.38, -6.01)  0.01
C (-7.26, -7.45, -7.38)  -0.05
C (-6.14, -6.83, -7.92)  -0.05
C (-5.24, -6.16, -7.10)  0.00
C (-5.47, -6.10, -5.73)  -0.09
C (-4.49, -5.41, -4.85)  -0.28
O (-3.50, -4.87, -5.33)  0.09
H (-5.34, -5.25, 0.43)  0.11
H (-3.26, -4.30, -0.53)  0.08
H (-2.87, -4.37, -2.97)  0.10
H (-7.01, -6.31, -1.05)  0.13
H (-8.37, -7.86, -5.59)  0.12
H (-7.95, -7.98, -8.02)  0.11
H (-5.96, -6.88, -8.99)  0.11
H (-4.37, -5.68, -7.53)  0.12
C (12.05, 0.62, -0.92)  -0.05
C (11.52, 1.70, -0.22)  -0.05
C (10.21, 2.10, -0.43)  0.01
C (9.42, 1.43, -1.36)  -0.09
C (9.95, 0.36, -2.08)  -0.09
C (11.26, -0.06, -1.85)  0.01
C (9.14, -0.34, -3.10)  -0.28
O (9.60, -1.28, -3.73)  0.11
C (7.75, 0.13, -3.36)  -0.08
C (6.99, -0.48, -4.36)  0.01
C (5.69, -0.05, -4.60)  -0.08
C (5.14, 0.97, -3.83)  -0.10
C (5.90, 1.58, -2.84)  -0.01
C (7.21, 1.17, -2.61)  -0.08
C (8.02, 1.85, -1.57)  -0.28
O (7.53, 2.75, -0.90)  0.10
H (13.07, 0.30, -0.74)  0.11
H (12.14, 2.23, 0.50)  0.11
H (9.81, 2.95, 0.12)  0.12
H (11.68, -0.90, -2.39)  0.12
H (7.42, -1.28, -4.96)  0.12
H (5.10, -0.52, -5.38)  0.10
H (4.12, 1.30, -4.01)  0.09
H (5.46, 2.38, -2.25)  0.12
C (0.24, 6.21, 6.02)  -0.08
C (-0.52, 7.14, 5.32)  -0.08
C (-1.89, 7.23, 5.54)  0.00
C (-2.51, 6.37, 6.45)  -0.08
C (-1.75, 5.42, 7.13)  -0.08
C (-0.37, 5.35, 6.93)  0.00
C (-2.40, 4.47, 8.07)  -0.28
O (-1.74, 3.64, 8.67)  0.10
C (-3.87, 4.54, 8.25)  -0.09
C (-4.50, 3.61, 9.08)  0.00
C (-5.88, 3.68, 9.27)  -0.05
C (-6.62, 4.67, 8.64)  -0.05
C (-6.00, 5.59, 7.81)  0.00
C (-4.62, 5.52, 7.60)  -0.09
C (-3.97, 6.48, 6.69)  -0.28
O (-4.62, 7.34, 6.13)  0.11
H (1.31, 6.15, 5.86)  0.11
H (-0.05, 7.80, 4.60)  0.11
H (-2.48, 7.96, 4.99)  0.12
H (0.22, 4.62, 7.46)  0.12
H (-3.92, 2.84, 9.58)  0.12
H (-6.37, 2.96, 9.92)  0.11
H (-7.70, 4.72, 8.80)  0.11
H (-6.58, 6.35, 7.31)  0.12


# 2
C50H38F12N2O2P2SSn | ωB97M-V/def2-TZVPD

**ΔE to the lowest compared entry with this formula, charge and spin**: 0.0000 eV
**Highest occupied orbital energy**: -7.31 eV
**Frontier orbital gap**: 7.40 eV
**Max |F|**: 0.1 eV/A

Each line ends with the Löwdin charge.
Atoms and positions in Å:
Sn (-0.44, 0.95, 0.15)  0.96
C (-2.27, -4.41, -4.05)  -0.04
C (-1.85, -3.09, -3.48)  -0.28
C (-0.85, -2.32, -4.06)  -0.03
C (-0.46, -1.12, -3.50)  -0.01
C (-1.07, -0.62, -2.35)  -0.25
N (-0.62, 0.59, -1.82)  -0.09
C (-0.29, 1.67, -2.67)  -0.23
C (-1.15, 1.95, -3.74)  -0.01
C (-0.94, 3.03, -4.57)  -0.03
C (0.13, 3.89, -4.35)  -0.26
C (0.35, 5.10, -5.22)  -0.05
C (0.98, 3.62, -3.30)  0.02
C (0.81, 2.52, -2.44)  -0.06
C (1.87, 2.21, -1.38)  -0.31
O (1.46, 1.54, -0.24)  -0.29
C (2.94, 1.32, -2.06)  -0.54
F (2.36, 0.18, -2.48)  0.14
F (3.51, 1.89, -3.13)  0.17
F (3.92, 0.97, -1.22)  0.16
C (2.56, 3.50, -0.83)  -0.55
F (1.62, 4.38, -0.45)  0.15
F (3.29, 3.22, 0.25)  0.16
F (3.38, 4.12, -1.69)  0.14
C (-2.08, -1.39, -1.74)  -0.07
C (-2.45, -2.60, -2.33)  0.01
C (-2.80, -0.87, -0.48)  -0.29
O (-1.94, -0.38, 0.49)  -0.27
C (-3.84, 0.21, -0.91)  -0.54
F (-4.53, -0.16, -1.99)  0.17
F (-3.23, 1.37, -1.21)  0.14
F (-4.72, 0.48, 0.06)  0.17
C (-3.59, -1.98, 0.27)  -0.55
F (-2.83, -3.06, 0.47)  0.17
F (-3.98, -1.56, 1.48)  0.15
F (-4.70, -2.37, -0.39)  0.16
H (-1.86, -4.56, -5.05)  0.08
H (-1.93, -5.24, -3.43)  0.06
H (-3.36, -4.49, -4.12)  0.08
H (-0.35, -2.68, -4.96)  0.11
H (0.33, -0.54, -3.95)  0.12
H (-2.00, 1.30, -3.90)  0.12
H (-1.62, 3.21, -5.39)  0.12
H (0.04, 4.91, -6.25)  0.08
H (-0.23, 5.95, -4.86)  0.08
H (1.40, 5.39, -5.24)  0.08
H (1.82, 4.28, -3.15)  0.12
H (-3.24, -3.19, -1.89)  0.12
N (1.59, -1.58, 1.60)  -0.37
P (0.86, -0.18, 2.13)  0.93
C (-0.08, -0.60, 3.61)  -0.33
C (-1.39, -1.07, 3.49)  -0.10
C (-2.08, -1.50, 4.61)  -0.06
C (-1.47, -1.47, 5.86)  -0.07
C (-0.17, -1.00, 5.99)  -0.07
C (0.53, -0.57, 4.87)  -0.08
C (2.18, 0.92, 2.68)  -0.36
C (1.86, 2.08, 3.38)  -0.10
C (2.86, 2.97, 3.74)  -0.06
C (4.18, 2.69, 3.41)  -0.08
C (4.50, 1.54, 2.71)  -0.07
C (3.50, 0.66, 2.33)  -0.08
P (1.25, -2.25, 0.04)  1.04
C (2.87, -3.06, -0.26)  -0.35
C (3.74, -2.51, -1.19)  -0.09
C (5.00, -3.06, -1.39)  -0.07
C (5.40, -4.17, -0.66)  -0.08
C (4.54, -4.73, 0.27)  -0.08
C (3.28, -4.19, 0.47)  -0.09
C (0.26, -3.73, 0.45)  -0.39
C (-0.16, -4.52, -0.62)  -0.10
C (-0.93, -5.65, -0.39)  -0.08
C (-1.30, -5.99, 0.91)  -0.08
C (-0.90, -5.20, 1.97)  -0.08
C (-0.12, -4.07, 1.74)  -0.11
H (2.11, -2.12, 2.27)  0.09
H (-1.87, -1.09, 2.51)  0.08
H (-3.09, -1.86, 4.50)  0.11
H (-2.01, -1.80, 6.73)  0.11
H (0.31, -0.98, 6.96)  0.11
H (1.54, -0.20, 4.98)  0.11
H (0.83, 2.31, 3.62)  0.10
H (2.61, 3.88, 4.27)  0.11
H (4.96, 3.38, 3.69)  0.11
H (5.53, 1.33, 2.43)  0.11
H (3.74, -0.22, 1.75)  0.10
H (3.43, -1.65, -1.77)  0.08
H (5.66, -2.62, -2.13)  0.11
H (6.38, -4.60, -0.82)  0.10
H (4.84, -5.60, 0.84)  0.10
H (2.60, -4.65, 1.18)  0.10
H (0.11, -4.25, -1.63)  0.11
H (-1.25, -6.26, -1.22)  0.10
H (-1.91, -6.87, 1.08)  0.10
H (-1.19, -5.46, 2.98)  0.10
H (0.18, -3.45, 2.58)  0.09
S (-1.08, 3.02, 1.16)  0.70
C (-2.74, 2.73, 1.76)  -0.64
C (-3.80, 3.40, 1.15)  -0.13
C (-5.08, 3.26, 1.65)  -0.09
C (-5.32, 2.45, 2.75)  -0.09
C (-4.26, 1.79, 3.36)  -0.08
C (-2.98, 1.93, 2.87)  -0.11
H (-3.61, 4.01, 0.28)  0.11
H (-5.90, 3.78, 1.18)  0.11
H (-6.33, 2.34, 3.14)  0.10
H (-4.44, 1.15, 4.22)  0.10
H (-2.15, 1.43, 3.36)  0.09


# 3
C50H39Cl5NNiOP2 | ωB97M-V/def2-TZVPD

**Total charge**: -1
**Spin multiplicity**: 3
**ΔE to the lowest compared entry with this formula, charge and spin**: 3.6486 eV
**Highest occupied orbital energy (spin up / spin down)**: -3.28 / -3.76 eV
**Frontier orbital gap (spin up / spin down)**: 5.58 / 5.71 eV
**Max |F|**: 1.0 eV/A

Each line ends with the Löwdin charge.
Atoms and positions in Å:
Ni (-0.26, 0.60, -0.15)  0.03
C (-0.01, -2.91, -0.57)  -0.26
P (1.32, -2.11, 0.47)  1.14
C (2.58, -3.42, 0.15)  -0.38
C (3.22, -3.40, -1.09)  -0.12
C (4.14, -4.38, -1.43)  -0.07
C (4.43, -5.40, -0.53)  -0.10
C (3.79, -5.43, 0.70)  -0.10
C (2.87, -4.44, 1.04)  -0.11
C (0.83, -2.47, 2.19)  -0.33
C (1.66, -2.03, 3.23)  -0.12
C (1.30, -2.24, 4.55)  -0.10
C (0.11, -2.90, 4.86)  -0.11
C (-0.72, -3.31, 3.83)  -0.08
C (-0.37, -3.09, 2.50)  -0.05
C (-1.37, -2.30, -0.48)  -0.44
C (-2.56, -3.01, -0.48)  -0.10
C (-3.60, -2.04, -0.48)  -0.09
C (-2.95, -0.81, -0.46)  -0.40
C (-3.59, 0.56, -0.46)  -0.27
P (-2.24, 1.83, -0.34)  1.07
C (-3.20, 3.24, 0.36)  -0.34
C (-4.06, 4.04, -0.39)  -0.09
C (-4.81, 5.04, 0.21)  -0.09
C (-4.71, 5.26, 1.58)  -0.11
C (-3.86, 4.47, 2.34)  -0.09
C (-3.12, 3.47, 1.73)  -0.10
C (-2.01, 2.37, -2.07)  -0.35
C (-1.59, 3.66, -2.38)  -0.11
C (-1.22, 3.99, -3.67)  -0.09
C (-1.23, 3.03, -4.68)  -0.10
C (-1.63, 1.74, -4.38)  -0.09
C (-2.01, 1.40, -3.09)  -0.10
N (-1.60, -0.98, -0.47)  0.01
H (-0.06, -3.97, -0.29)  0.09
H (0.41, -2.85, -1.58)  0.06
H (3.00, -2.61, -1.80)  0.10
H (4.64, -4.34, -2.39)  0.10
H (5.14, -6.17, -0.80)  0.10
H (4.00, -6.23, 1.40)  0.10
H (2.39, -4.47, 2.01)  0.10
H (2.57, -1.49, 3.00)  0.08
H (1.95, -1.88, 5.35)  0.11
H (-0.16, -3.08, 5.89)  0.10
H (-1.66, -3.81, 4.06)  0.10
H (-1.05, -3.40, 1.71)  0.09
H (-2.67, -4.09, -0.50)  0.08
H (-4.66, -2.20, -0.48)  0.08
H (-4.23, 0.70, 0.41)  0.08
H (-4.20, 0.74, -1.35)  0.08
H (-4.15, 3.87, -1.46)  0.10
H (-5.48, 5.65, -0.38)  0.10
H (-5.29, 6.04, 2.05)  0.09
H (-3.78, 4.64, 3.41)  0.10
H (-2.46, 2.84, 2.32)  0.09
H (-1.54, 4.41, -1.60)  0.11
H (-0.88, 5.00, -3.89)  0.10
H (-0.93, 3.29, -5.68)  0.09
H (-1.63, 0.97, -5.15)  0.10
H (-2.29, 0.38, -2.85)  0.10
C (1.83, 5.07, 0.20)  -0.13
C (2.00, 4.30, -0.94)  -0.12
C (1.40, 3.04, -1.04)  -0.17
C (0.65, 2.45, -0.01)  -0.22
C (0.48, 3.29, 1.11)  -0.17
C (1.05, 4.56, 1.23)  -0.12
H (2.29, 6.05, 0.29)  0.08
H (2.59, 4.68, -1.77)  0.09
H (1.52, 2.52, -1.99)  0.03
H (-0.12, 2.93, 1.95)  0.07
H (0.87, 5.15, 2.12)  0.09
Cl (4.82, -1.90, 1.43)  0.75
C (4.36, -0.85, 0.12)  -0.67
C (3.06, -0.83, -0.33)  -0.27
C (2.74, -0.10, -1.44)  -0.65
Cl (1.10, -0.14, -2.00)  0.83
C (3.71, 0.62, -2.14)  -0.69
Cl (3.35, 1.37, -3.65)  0.69
C (5.01, 0.67, -1.62)  -0.70
Cl (6.22, 1.60, -2.43)  0.66
C (5.33, -0.05, -0.48)  -0.70
Cl (6.93, 0.04, 0.17)  0.65
C (-0.39, 0.56, 3.87)  0.01
C (0.74, 0.64, 2.87)  -0.41
O (0.58, 0.18, 1.76)  -0.07
C (2.03, 1.26, 3.25)  -0.16
C (2.28, 1.73, 4.54)  -0.03
C (3.47, 2.37, 4.84)  -0.09
C (4.43, 2.54, 3.85)  -0.08
C (4.19, 2.08, 2.56)  -0.05
C (3.00, 1.44, 2.27)  -0.01
H (-1.28, 0.20, 3.35)  0.09
H (-0.60, 1.53, 4.33)  0.08
H (-0.14, -0.15, 4.66)  0.07
H (1.53, 1.61, 5.32)  0.11
H (3.66, 2.73, 5.84)  0.10
H (5.37, 3.04, 4.08)  0.10
H (4.93, 2.22, 1.78)  0.10
H (2.79, 1.09, 1.27)  0.10


# 4
C50H41BrCuF3IN2O4S2Sb | ωB97M-V/def2-TZVPD

**Total charge**: -1
**Spin multiplicity**: 2
**ΔE to the lowest compared entry with this formula, charge and spin**: 0.3290 eV
**Highest occupied orbital energy (spin up / spin down)**: -5.59 / -5.61 eV
**Frontier orbital gap (spin up / spin down)**: 7.70 / 7.20 eV
**Max |F|**: 0.9 eV/A

Each line ends with the Löwdin charge.
Atoms and positions in Å:
Cu (1.89, -1.96, 1.34)  0.36
C (-0.37, 5.02, 5.69)  -0.05
C (-1.02, 4.53, 4.39)  -0.56
C (-0.07, 4.86, 3.23)  -0.07
C (-2.33, 5.29, 4.16)  -0.05
C (-1.30, 3.03, 4.49)  -0.17
C (-2.09, 2.54, 5.55)  -0.04
C (-2.38, 1.20, 5.68)  -0.08
C (-1.88, 0.31, 4.74)  -0.48
S (-2.08, -1.39, 4.59)  1.10
C (-1.09, -1.38, 3.12)  -0.52
N (-0.62, -0.22, 2.81)  0.03
C (-1.08, 0.77, 3.69)  -0.31
C (-0.82, 2.13, 3.56)  0.02
C (-0.96, -2.62, 2.32)  -0.28
C (-2.04, -3.51, 2.39)  -0.09
C (-2.08, -4.65, 1.60)  -0.10
C (-1.03, -4.91, 0.74)  -0.11
C (0.04, -4.02, 0.67)  -0.13
C (0.13, -2.87, 1.46)  -0.17
H (-0.07, 6.07, 5.59)  0.08
H (0.53, 4.43, 5.91)  0.09
H (-1.05, 4.94, 6.54)  0.07
H (0.13, 5.93, 3.22)  0.09
H (-0.50, 4.59, 2.26)  0.08
H (0.89, 4.33, 3.33)  0.09
H (-2.16, 6.37, 4.15)  0.08
H (-3.06, 5.07, 4.96)  0.08
H (-2.79, 5.00, 3.21)  0.09
H (-2.49, 3.23, 6.28)  0.11
H (-3.01, 0.85, 6.49)  0.11
H (-0.24, 2.46, 2.70)  0.08
H (-2.89, -3.28, 3.03)  0.07
H (-2.94, -5.32, 1.66)  0.10
H (-1.05, -5.79, 0.10)  0.10
H (0.84, -4.23, -0.03)  0.08
C (1.96, -2.34, -7.27)  -0.05
C (2.10, -2.05, -5.79)  -0.29
C (1.88, -3.04, -4.85)  -0.05
C (2.00, -2.78, -3.49)  -0.05
C (2.36, -1.52, -3.06)  -0.26
C (2.59, -0.51, -3.99)  -0.05
C (2.46, -0.78, -5.34)  -0.04
S (2.48, -1.09, -1.34)  0.52
O (3.76, -0.42, -1.20)  -0.29
O (1.30, -0.29, -1.06)  -0.44
N (2.36, -2.44, -0.53)  -0.28
C (3.61, -3.23, -0.46)  -0.17
C (4.44, -2.94, 0.80)  -0.64
O (5.58, -3.37, 0.89)  0.03
O (3.81, -2.26, 1.71)  -0.19
H (1.32, -3.20, -7.44)  0.07
H (2.94, -2.54, -7.72)  0.08
H (1.53, -1.48, -7.79)  0.08
H (1.58, -4.03, -5.18)  0.12
H (1.79, -3.55, -2.75)  0.11
H (2.87, 0.48, -3.65)  0.12
H (2.63, 0.01, -6.07)  0.11
H (4.25, -3.10, -1.33)  0.11
H (3.34, -4.29, -0.41)  0.11
F (-1.27, -3.86, -5.88)  0.04
C (-1.34, -3.12, -4.74)  -0.31
C (-1.63, -3.75, -3.56)  -0.01
C (-1.68, -2.99, -2.39)  -0.12
C (-1.45, -1.61, -2.42)  -0.34
C (-1.13, -1.02, -3.64)  -0.10
C (-1.08, -1.77, -4.81)  -0.02
Sb (-1.47, -0.53, -0.55)  1.61
C (-1.46, 1.45, -1.38)  -0.38
C (-0.44, 2.31, -0.98)  -0.12
C (-0.35, 3.61, -1.47)  -0.02
C (-1.30, 4.03, -2.38)  -0.29
F (-1.24, 5.29, -2.86)  0.04
C (-2.32, 3.20, -2.81)  -0.02
C (-2.39, 1.91, -2.31)  -0.14
C (-3.65, -0.59, -0.34)  -0.35
C (-4.28, -1.83, -0.22)  -0.13
C (-5.64, -1.94, 0.06)  -0.02
C (-6.37, -0.78, 0.24)  -0.30
F (-7.69, -0.88, 0.51)  0.03
C (-5.79, 0.46, 0.16)  -0.02
C (-4.43, 0.55, -0.12)  -0.13
H (-1.80, -4.82, -3.54)  0.12
H (-1.87, -3.49, -1.45)  0.07
H (-0.89, 0.04, -3.69)  0.10
H (-0.82, -1.32, -5.76)  0.12
H (0.32, 1.96, -0.28)  0.06
H (0.44, 4.29, -1.17)  0.10
H (-3.04, 3.58, -3.53)  0.11
H (-3.19, 1.26, -2.65)  0.11
H (-3.71, -2.75, -0.34)  0.08
H (-6.13, -2.90, 0.14)  0.11
H (-6.39, 1.35, 0.32)  0.11
H (-3.97, 1.53, -0.17)  0.09
Br (3.16, 3.40, 0.37)  0.72
C (4.54, 2.24, 0.96)  -0.72
C (5.84, 2.57, 0.59)  -0.15
C (6.89, 1.74, 0.95)  -0.09
C (6.64, 0.58, 1.67)  -0.07
C (5.35, 0.25, 2.05)  -0.13
C (4.29, 1.08, 1.69)  -0.66
I (2.36, 0.53, 2.27)  1.25
H (6.01, 3.47, 0.01)  0.09
H (7.90, 2.00, 0.66)  0.10
H (7.45, -0.09, 1.93)  0.11
H (5.14, -0.68, 2.56)  0.09


Number 1: DFT total energy -2961.3294 hartree. Number 2: DFT total energy -4681.9291 hartree. Number 3: DFT total energy -6550.6719 hartree. Number 4: DFT total energy -8188.9143 hartree.